The following is a quantum chemistry calculation of a structure of composition C32H35AsNOPtS in a non-equilibrium geometry, from OMol25.

Each line ends with the Löwdin spin population.
CARTESIAN COORDINATES (ANGSTROEM)
1 C -0.664174 -4.689911 0.617476  0.0038
2 H -1.748974 4.172589 -1.579724  0.0007
3 H 4.518326 6.398489 0.998876  0.0001
4 H -0.722974 -0.028511 4.466776  0.0056
5 C 1.995926 4.222389 0.349376  0.0121
6 H -1.324974 -3.706811 -2.411724  0.0004
7 H 2.105026 -6.602711 0.884076  0.0001
8 C 2.083926 -4.532011 0.375576  0.0063
9 C -0.276674 -0.493311 -2.477224  0.0099
10 C -0.086974 -3.474211 0.284276  0.0088
11 H -1.319074 -0.800311 2.967476  0.0010
12 C 3.255826 4.680889 0.676876  0.0049
13 H 1.245826 4.971589 0.151576  0.0007
14 C -3.727574 -2.631311 -1.127224  0.0097
15 C -1.868574 1.932389 -0.172324  -0.0004
16 H -1.874874 1.446089 -1.144824  0.0002
17 H -0.368074 4.681989 1.269576  0.0001
18 H -1.043374 3.253989 2.036276  -0.0002
19 H 3.227226 6.656689 -0.182224  0.0000
20 N 0.507726 2.248289 0.069776  0.1063
21 C -2.881374 -2.560311 -0.026224  0.0440
22 H 5.260626 4.152989 1.223576  0.0013
23 H 2.638826 0.891789 0.308376  0.0205
24 H 0.255126 0.603089 -4.235524  0.0001
25 H 4.877626 0.796889 1.943876  -0.0003
26 As -1.050774 -1.817411 -0.036724  0.1112
27 H -0.037574 0.319489 -1.791924  0.0059
28 C -4.661274 -3.461311 1.344876  0.0000
29 C 4.052826 2.413689 0.831676  0.0089
30 C -0.748574 3.792889 -1.378824  0.0054
31 C -5.476274 -3.572111 0.227476  0.0054
32 C -0.982574 -2.756011 -2.813324  0.0030
33 O 1.585626 0.279589 3.479876  0.1120
34 C 0.112626 -5.815411 0.845476  0.0056
35 H -6.471574 -3.985411 0.318476  0.0004
36 C -0.785274 0.057089 3.381376  0.0569
37 C -0.351674 -1.402911 -4.694224  0.0006
38 C 5.145926 1.417889 1.090476  -0.0002
39 H -5.024974 -3.775111 2.315676  0.0000
40 C 4.282426 3.782989 0.946476  0.0158
41 C 1.693426 2.841189 0.284876  0.0161
42 S 2.093626 -1.929011 -0.343024  0.1031
43 C 1.490926 -5.727111 0.722976  0.0036
44 C -1.068474 3.864489 1.137376  -0.0003
45 H -2.066574 4.283889 1.018576  -0.0001
46 H 5.271226 0.758989 0.232876  0.0000
47 H -1.325074 0.964789 3.121076  0.0002
48 C 1.311126 -3.387311 0.163576  0.0124
49 H -0.440874 3.155089 -2.204124  0.0001
50 C -5.006074 -3.147411 -1.007024  0.0012
51 C -0.736674 2.971589 -0.076424  0.0057
52 H -0.214374 -1.289711 -5.760724  0.0000
53 C 3.480926 6.169289 0.761976  0.0003
54 H -0.063974 4.633289 -1.332924  0.0001
55 H -1.709774 1.166489 0.592976  0.0000
56 H -2.836374 2.401989 -0.009624  -0.0002
57 H 2.848026 6.606189 1.537276  0.0000
58 H -0.960774 -3.453311 -4.836924  0.0001
59 C -0.093374 -0.341911 -3.840124  0.0006
60 H 6.093726 1.911989 1.298576  0.0000
61 H -2.735674 -2.868111 2.084976  0.0007
62 C -0.779374 -2.614511 -4.175124  0.0012
63 C -0.749374 -1.689811 -1.953824  0.0130
64 H -5.641274 -3.225511 -1.880724  0.0001
65 H -0.355274 -6.754411 1.110276  0.0003
66 H 3.154826 -4.457211 0.257076  0.0006
67 Pt 0.779226 0.002189 0.730876  1.0187
68 C 2.801526 1.971089 0.465676  0.0551
69 H -1.743874 -4.767711 0.682576  0.0003
70 C -3.384974 -2.952011 1.216376  0.0075
71 C 0.612926 0.138489 2.765076  0.1922
72 H -3.372574 -2.304611 -2.098124  0.0007

Atoms 1-3, force components in eV/Å:
C -0.333 0.003 -0.020
H -0.147 0.084 -0.047
H 0.059 0.034 0.011

Calculated values
Multiplicity ... 3
Total charge ... -1
E ... -4123.6526 hartree
LUMO level (spin up / spin down) ... 2.55 / 1.98 eV
Orbital gap (spin up / spin down) ... 5.747 / 5.696 eV
Relative energy (zero: lowest compared OMol25 entry of this formula, charge and spin) ... 0.649 eV

=====

The following is a quantum chemistry calculation of a structure of composition C32H35BrClN2O2PbTe, from OMol25.

Each line ends with the Löwdin spin population.
CARTESIAN COORDINATES (ANGSTROEM)
1 N 0.369408 1.078551 -0.898235  0.0025
2 H -1.694233 1.166693 -0.955717  0.0009
3 H -0.802891 -0.584511 5.293860  0.0000
4 N -0.337134 0.718068 2.211610  0.0087
5 H -1.005535 6.343502 0.236382  0.0000
6 H 1.774296 1.465851 2.874062  0.0005
7 C 3.871484 6.042915 -0.237212  0.0000
8 H 4.856267 5.625764 -0.037293  0.0000
9 C 1.448607 5.602564 0.268880  0.0000
10 C -4.311835 0.250028 -1.620764  0.1420
11 C -3.659442 3.873417 5.062039  0.0000
12 H -4.739151 3.873686 5.159596  0.0000
13 C -2.484273 -1.273204 -1.915739  0.1050
14 C 0.629759 3.871732 4.785018  0.0000
15 C -2.403310 -1.488414 -0.513891  0.0520
16 H 4.104734 3.776592 1.245076  0.0000
17 H -0.213039 1.074227 5.111288  0.0002
18 C 0.423255 4.850848 0.813738  0.0000
19 C -1.449888 -2.383866 0.011095  0.3582
20 H -0.888408 4.821825 6.730862  0.0000
21 H 1.026043 2.912923 4.458048  0.0000
22 C -3.998918 2.733747 2.872763  -0.0001
23 H 3.318901 1.557541 2.021096  0.0002
24 Cl -3.335087 -1.053906 2.014188  0.0241
25 H -1.523377 -2.726376 1.038074  0.0229
26 H 3.736240 6.105322 -1.318671  0.0000
27 C 1.494131 1.668544 -1.300742  0.0007
28 C -3.422353 -0.427659 -2.457164  -0.0098
29 C -1.503456 4.405621 5.941492  0.0000
30 H -1.503300 5.427858 1.639932  0.0000
31 C -0.832182 0.296820 4.659823  0.0004
32 H -3.954694 3.296746 1.937104  0.0000
33 C 3.069346 4.070893 1.108940  0.0001
34 C 2.783730 5.217635 0.386792  0.0000
35 H -1.599161 4.702085 0.023747  0.0000
36 C -0.295863 -0.066486 3.310069  0.0054
37 H -4.205663 4.307644 7.764971  0.0000
38 C -0.843638 2.821453 -2.006146  0.0004
39 C -2.884484 4.426046 6.079431  0.0000
40 C -0.871311 3.860589 4.829444  0.0000
41 H -3.752411 1.690595 2.659628  0.0000
42 C 0.753470 3.673502 1.517337  0.0001
43 C 2.081572 3.282342 1.700663  0.0000
44 C -4.265204 0.068727 -0.240061  -0.0115
45 Te -0.994440 2.582376 1.983260  0.0005
46 Br 3.108746 0.789536 -0.850925  0.0232
47 C 2.563588 2.136455 2.552324  0.0009
48 C -3.333019 -0.787623 0.304733  0.1099
49 C 0.354350 3.433465 -2.384658  0.0001
50 H 1.204552 6.517303 -0.260155  0.0000
51 C -0.782104 1.660947 -1.270235  0.0007
52 H -0.877194 -2.994156 -0.678079  0.0165
53 H -1.848404 0.681517 4.594000  0.0001
54 H -2.801965 5.351109 8.021509  0.0000
55 C -0.997345 5.346559 0.672465  0.0000
56 H 2.502807 3.266659 -2.325306  0.0001
57 C -1.685453 3.319102 3.826621  0.0000
58 H 1.032193 4.078813 5.774685  0.0000
59 H 3.048822 2.532341 3.446605  0.0000
60 O 0.231814 -1.192161 3.145471  0.0081
61 C 1.560166 2.831969 -2.026576  0.0002
62 H -5.062696 0.904334 -2.043939  0.0077
63 H -5.032029 2.755511 3.213202  0.0000
64 H -0.447657 4.882507 -3.350866  0.0000
65 Pb 0.660994 -0.907321 0.796103  0.1316
66 C -3.091797 3.320300 3.928028  0.0000
67 H 1.006391 4.637516 4.105081  0.0000
68 H 3.847836 7.063490 0.146874  0.0000
69 H -3.484564 -0.303250 -3.529625  -0.0029
70 H -1.803157 3.239372 -2.284451  0.0002
71 H -4.140501 5.889328 7.003450  0.0000
72 C -3.537385 5.026056 7.289051  0.0000
73 H -4.975814 0.568515 0.404639  -0.0028
74 H -1.802209 -1.816410 -2.558580  0.0030
75 O 0.423773 4.570867 -3.074315  0.0000

Atoms 1-3, force components in eV/Å:
N -0.032 -0.018 0.030
H 0.031 0.021 0.002
H -0.007 0.000 -0.011

Calculated values
Multiplicity ... 2
Total charge ... +2
E ... -4994.9364 hartree
LUMO level (spin up / spin down) ... -5.50 / -7.68 eV
Orbital gap (spin up / spin down) ... 7.972 / 6.534 eV
Relative energy (zero: lowest compared OMol25 entry of this formula, charge and spin) ... 0.073 eV

=====

The following is a quantum chemistry calculation of a structure of composition C32H35I2KN4O5, from OMol25.

Each line ends with the Löwdin charge.
CARTESIAN COORDINATES (ANGSTROEM)
1 H 4.221574 1.901736 2.504251  0.1044
2 C 3.684594 0.775237 0.030172  -0.2968
3 C -0.578385 0.994090 -4.136208  -0.1781
4 O 0.088282 4.328104 3.482481  -0.0291
5 C 1.189775 -3.623970 2.864883  -0.0343
6 C -3.005624 1.431619 -4.623698  -0.1482
7 C -2.297363 -2.832535 1.532355  -0.3984
8 H 0.227109 0.128037 -2.507906  0.0785
9 H 2.244349 -0.127493 1.339599  0.0796
10 K -0.770830 0.404097 0.900880  0.7326
11 N 0.079133 -0.129232 -3.477905  -0.0557
12 C 1.231987 -2.958570 -0.831906  -0.1329
13 C -3.560617 1.916672 -1.969869  -0.6194
14 H 1.068374 6.247678 2.318371  0.1031
15 H -2.301252 -5.214638 2.692030  0.0886
16 H -0.580939 0.818205 -5.219164  0.1065
17 C -0.695464 -1.347356 -3.504762  -0.1837
18 H -0.664398 -1.775946 -4.515882  0.1223
19 H -1.761376 -1.184904 -3.274750  0.1269
20 H 4.093034 -1.116671 -0.619367  0.0466
21 C -0.296950 -5.471784 3.310858  -0.1416
22 O 0.430407 -1.714766 1.750450  -0.1681
23 H -0.374098 3.195172 -0.275086  0.0773
24 H 3.035564 1.584467 -0.315696  0.1140
25 I -3.937465 2.349401 0.043054  0.9159
26 C 0.055559 4.178792 -0.135972  -0.0210
27 H 0.053022 1.868743 -3.954946  0.1192
28 H 1.039463 -4.900138 0.055179  0.0999
29 C 0.977090 -4.874371 3.369959  -0.1276
30 C -1.991278 1.308210 -3.696302  -0.1719
31 H 2.746612 -0.502247 -1.281351  0.0307
32 H 4.692268 1.202361 0.098219  0.0988
33 H -4.408238 -2.743923 1.325759  0.0763
34 C 1.144471 6.707999 0.206939  -0.1157
35 H 1.064310 6.871356 -1.936229  0.0840
36 C 0.153019 -2.846340 2.227641  -0.4055
37 H 0.773418 1.245390 3.588323  0.0359
38 O -1.317938 1.361335 -1.427507  -0.2281
39 C 0.336132 4.635243 1.147989  -0.1246
40 C -0.375138 -4.553775 -1.545069  -0.0770
41 H 2.541795 2.246427 2.087809  0.1015
42 C -0.188221 -2.376595 -2.523976  -0.2539
43 C 0.874183 5.908170 1.308766  -0.0449
44 H -1.645035 -3.834349 -3.127844  0.1076
45 H 1.801536 -5.412428 3.828519  0.0881
46 C -1.321212 -4.755171 2.737298  -0.0817
47 H 0.069543 4.617219 -2.231836  0.0951
48 O -0.081102 2.527951 2.148601  -0.1837
49 H 2.032084 -2.644670 -0.171813  0.0973
50 C -1.151672 -3.472840 2.184429  -0.1044
51 C 3.218225 1.459205 2.433734  -0.2115
52 H 1.575359 7.694246 0.344083  0.0836
53 C -4.569983 2.054303 -2.902699  -0.2645
54 C 0.073752 3.759809 2.379924  -0.6581
55 O -2.234794 -1.837183 0.823839  -0.0222
56 H -0.468962 -6.462271 3.712551  0.0747
57 C -3.682211 -3.451010 1.719634  -0.0317
58 H -0.853511 -5.523583 -1.469369  0.0988
59 H -3.762857 -4.385623 1.159244  0.0763
60 N 0.817573 -2.052169 -1.719892  0.1341
61 I -5.806101 1.982883 -5.675369  0.7276
62 C 0.679644 -4.220017 -0.705707  -0.0687
63 H 1.271445 -0.290714 3.348011  0.0261
64 H 3.904080 -0.473039 1.768145  0.1121
65 H 3.454480 0.234161 4.192622  0.0950
66 C -4.290834 1.798376 -4.236555  -0.7679
67 C 0.858644 6.247584 -1.073149  -0.1246
68 C -0.813387 -3.623595 -2.465562  -0.0390
69 C 2.772793 1.015340 3.830831  -0.2982
70 N 1.404700 0.524666 3.941354  0.0181
71 H -5.560390 2.356677 -2.590430  0.0678
72 C -2.227694 1.515194 -2.295507  -0.4858
73 H 2.878399 1.863171 4.514269  0.0983
74 N 3.694640 -0.265743 -1.001376  -0.0040
75 C 0.306448 4.984195 -1.239663  -0.0858
76 C 3.234545 0.326137 1.416419  -0.2194
77 H -2.785396 1.250814 -5.670858  0.0870
78 H -3.899007 -3.666044 2.766390  0.0740
79 H 2.166325 -3.154784 2.915307  0.1038

Atoms 1-3, force components in eV/Å:
H -0.002 0.002 -0.005
C 0.008 -0.006 -0.007
C -0.009 -0.071 -0.005

Calculated values
Total charge ... -2
E ... -3031.1459 hartree
LUMO level ... 3.44 eV
Orbital gap ... 6.025 eV
Relative energy (zero: lowest compared OMol25 entry of this formula, charge and spin) ... 0.296 eV

=====

The following is a quantum chemistry calculation of a structure of composition C32H35I2MoN7O5S3, from OMol25.

Each line ends with the Löwdin spin population.
CARTESIAN COORDINATES (ANGSTROEM)
1 Mo -0.431161 0.107607 0.089067  1.7749
2 H 0.784370 4.956446 -2.915910  -0.0001
3 H 0.199522 4.156944 1.262387  -0.0001
4 H 3.729473 -3.037515 -1.759514  0.0003
5 C 7.224230 0.345972 0.478123  0.0003
6 N 5.607830 0.480265 2.139008  0.0004
7 H -4.532666 -0.840915 0.711691  0.0001
8 C -0.039581 4.341650 -2.550547  -0.0002
9 H -3.226751 -4.471925 1.071165  0.0001
10 I -3.776091 2.309643 -3.961812  0.0000
11 H 1.490907 -4.398447 4.759801  0.0001
12 O 1.520063 -2.011812 -5.189083  -0.0002
13 C -2.585699 2.359524 -0.050311  0.0264
14 C -1.030183 0.794520 2.943371  0.0049
15 H 0.480372 -2.413269 1.108882  0.0045
16 C 2.838477 -2.431131 -1.766717  0.0067
17 H 7.895944 1.275468 3.474166  0.0000
18 H -3.863943 4.437023 2.307277  0.0015
19 H -1.474652 -4.211522 0.868278  0.0000
20 C -0.952218 0.835325 4.345336  0.0013
21 C 7.636487 1.767130 2.534324  0.0000
22 H 0.707386 -2.448914 6.057782  -0.0001
23 H -1.367952 1.673821 4.883193  0.0002
24 H -1.269167 6.066117 -2.206328  0.0000
25 H -2.500820 3.011848 3.761151  -0.0007
26 C 0.569312 3.208939 -0.445577  0.0045
27 H -4.981942 -2.473717 1.280840  0.0003
28 H 5.290090 0.805678 3.042288  0.0000
29 H 2.807382 -1.749205 0.267910  -0.0001
30 H -1.094374 5.899899 0.334037  0.0000
31 H -0.554056 3.912929 -3.408398  -0.0001
32 C -3.335297 3.390833 0.507537  -0.0043
33 C 4.769471 -0.378129 1.478565  0.0006
34 C 0.118800 -1.321925 4.316832  0.0015
35 H 0.866941 2.420488 -2.244366  0.0000
36 C -1.799871 1.540252 0.753158  -0.0099
37 C 1.002011 -3.510818 2.852721  0.0006
38 C 0.652851 -2.453146 4.975611  -0.0006
39 H -3.965122 4.006097 -0.125225  -0.0006
40 C 1.067729 -1.232980 -2.240496  0.0096
41 N 5.167025 -0.870457 0.287766  0.0003
42 I -3.940654 -0.095557 -2.876097  0.0001
43 O -0.177886 -0.181151 -3.965188  -0.0033
44 H 0.451582 6.191011 -0.466514  -0.0001
45 H -4.484091 -2.227073 -0.427385  0.0000
46 C -3.281478 3.634165 1.874176  0.0262
47 N 1.275004 -1.129163 -0.924929  0.0159
48 N -0.476944 -0.208853 2.247566  0.0151
49 C -0.363991 5.475170 -0.350579  0.0002
50 S 1.288226 1.820061 0.365042  -0.0212
51 N 2.354058 -1.862133 -0.660957  0.0014
52 C -4.340187 -1.907824 0.603647  0.0030
53 H -2.623931 2.187196 -1.121686  0.0003
54 H 8.188012 0.602781 0.064205  0.0000
55 C 0.052211 -1.299670 2.910512  0.0064
56 C 2.272130 -2.530906 -4.227019  0.0000
57 H -1.911081 4.569657 -1.533106  0.0001
58 H 6.215728 -2.030121 -1.707454  0.0000
59 C 0.504692 -2.421896 2.190034  0.0082
60 C 0.003594 -0.348361 -2.786534  0.0100
61 O -1.840973 -1.396651 0.044905  0.0391
62 H 1.356932 -4.364381 2.288248  0.0000
63 H 6.454734 -0.388940 -2.314672  0.0000
64 C 6.830155 0.849843 1.678193  0.0000
65 H 8.555634 2.051863 2.030243  0.0000
66 C 2.034905 -2.058309 -2.827663  0.0013
67 N 0.161499 4.245162 0.259260  -0.0017
68 H 0.889611 -1.338412 -4.862701  0.0000
69 C -1.781657 1.774504 2.140116  0.0209
70 H 7.070479 2.669812 2.770241  0.0000
71 C -2.506317 2.824660 2.695018  -0.0039
72 N 0.505592 3.227655 -1.761166  -0.0016
73 C 1.083791 -3.531545 4.257932  0.0014
74 H -0.311195 -0.184398 6.100634  0.0000
75 C 6.350978 -0.527594 -0.199761  0.0000
76 C -0.998346 5.145822 -1.691552  0.0001
77 C 6.737694 -1.093621 -1.527593  0.0000
78 O -0.670082 0.305936 -1.842141  0.0498
79 O 3.119112 -3.352567 -4.438440  0.0001
80 C -2.464745 -3.876021 0.566911  0.0009
81 S 3.298595 -0.809035 2.191180  0.0028
82 H -2.586978 -3.918860 -0.514614  0.0000
83 H 7.812989 -1.247697 -1.595783  0.0000
84 S -2.654225 -2.188752 1.097108  0.0051
85 C -0.372302 -0.199102 5.018286  0.0010

Atoms 1-3, force components in eV/Å:
Mo 0.685 0.341 -0.054
H 0.013 0.005 0.012
H -0.018 0.004 0.004

Calculated values
Multiplicity ... 3
Total charge ... +2
E ... -3857.7407 hartree
LUMO level (spin up / spin down) ... -7.01 / -6.37 eV
Orbital gap (spin up / spin down) ... 5.835 / 6.482 eV
Relative energy (zero: lowest compared OMol25 entry of this formula, charge and spin) ... 0.000 eV